The following is a quantum chemistry calculation of a molecular structure, C42H62BrN9OPSi2Y, from the Open Molecules 2025 dataset.

```
119
Properties=species:S:1:pos:R:3:lowdin_charge:R:1
Y 0.17 0.25 -0.31 1.60
Br 4.07 4.62 3.53 0.69
P 0.37 0.88 -3.98 1.09
Si -3.65 2.60 -1.01 0.43
Si -4.62 -0.25 0.50 0.48
O -1.34 1.22 1.98 -0.14
N 1.89 3.15 -3.23 -0.13
N 1.16 -1.15 -2.15 -0.06
N 1.63 1.72 -1.57 -0.05
N -2.37 1.29 -3.67 -0.15
N -1.43 0.26 -1.93 -0.10
N 1.28 -2.76 0.69 0.09
N 0.11 -1.19 1.90 0.10
N 1.66 -1.51 -4.31 -0.16
N 1.28 1.58 1.25 -0.19
C 1.54 -2.71 3.10 -0.01
C 2.57 2.66 -1.21 -0.12
C 2.23 -2.53 -3.58 -0.07
C -2.51 2.08 -4.86 -0.06
C 2.20 -3.84 0.59 -0.19
C 2.67 -6.17 0.31 -0.03
C -0.27 -0.67 3.09 -0.25
C 2.41 1.18 1.93 -0.18
C 0.26 -1.09 4.29 -0.02
C -6.07 -0.56 -0.65 -0.17
C 1.18 -2.13 4.29 -0.03
C -5.25 0.51 2.10 -0.17
C 4.09 -2.13 0.76 -0.37
C 3.25 2.03 2.59 -0.15
C 2.74 3.54 -2.23 -0.05
C 4.47 -4.61 0.60 -0.02
C 4.02 -5.91 0.43 -0.06
C 1.02 -0.67 -3.43 -0.49
C 3.57 -3.55 0.66 -0.15
C 2.95 3.42 2.61 -0.74
C 1.74 -1.33 -5.74 -0.07
C 4.76 -1.85 2.10 -0.05
C -1.36 0.37 3.10 -0.17
C -1.26 0.84 -3.12 -0.49
C -0.39 -4.86 -1.03 -0.05
C -0.60 -5.28 1.46 -0.05
C -3.84 3.44 0.74 -0.22
C -2.91 0.19 -1.70 -0.41
C 1.76 3.84 2.02 -0.15
C 1.24 2.03 -2.82 -0.44
C -3.33 0.78 -0.35 -0.33
C 0.97 -2.22 1.92 -0.33
C 1.70 3.81 -4.51 -0.04
C 0.26 -5.51 0.21 -0.35
C -3.47 1.19 -2.70 -0.20
C -5.24 3.35 -1.75 -0.18
C 0.97 2.94 1.37 -0.22
C 1.93 -2.29 -2.28 -0.18
C -2.06 3.56 -1.51 -0.15
C 5.04 -1.80 -0.39 -0.05
C 1.73 -5.15 0.39 -0.13
C -3.84 -1.93 0.92 -0.17
H -4.38 0.87 -3.21 0.11
H 2.80 -3.32 -4.04 0.11
H -1.88 3.62 -2.59 0.01
H 5.10 -0.82 2.15 0.08
H 0.74 -1.26 -6.17 0.08
H -1.16 3.10 -1.08 0.00
H -6.59 0.37 -0.88 0.02
H 3.06 2.64 -0.25 0.10
H -4.51 -2.56 1.51 0.03
H -1.58 -5.74 1.32 0.08
H -0.14 -5.73 2.34 0.08
H 4.13 1.64 3.09 0.09
H 2.22 -3.55 3.06 0.12
H -0.76 1.97 2.18 0.06
H -6.80 -1.25 -0.21 0.03
H -2.49 0.81 0.36 0.02
H -3.58 -2.48 0.01 0.02
H -0.77 -4.23 1.66 0.06
H 1.47 4.88 2.04 0.10
H -1.29 0.94 4.03 0.14
H 4.58 -2.00 -1.36 0.07
H 5.32 -0.75 -0.35 0.08
H -5.16 3.49 -2.83 0.01
H 2.28 -0.41 -5.98 0.07
H -6.08 2.66 -1.58 0.01
H 0.09 3.28 0.83 0.09
H 0.66 4.07 -4.66 0.09
H -4.43 0.94 2.68 0.02
H 4.08 -2.02 2.94 0.06
H -1.29 -5.42 -1.30 0.09
H 1.61 -2.48 5.22 0.12
H 0.52 -2.76 0.02 0.09
H 2.26 -2.18 -6.17 0.09
H -3.29 1.65 -5.50 0.09
H -2.32 -0.15 3.10 0.12
H 0.26 -6.58 0.03 0.12
H 2.30 4.72 -4.52 0.09
H 2.33 -7.18 0.15 0.11
H 2.02 3.16 -5.33 0.08
H 2.63 0.12 1.92 0.08
H -5.74 -0.99 -1.60 0.03
H 3.37 4.41 -2.32 0.12
H -0.71 -3.83 -0.85 0.06
H -3.20 -0.86 -1.84 0.12
H 5.63 -2.50 2.24 0.08
H -3.83 4.53 0.65 0.01
H -2.92 -1.79 1.50 0.00
H 0.29 -4.86 -1.88 0.08
H -0.06 -0.61 5.21 0.12
H -1.57 2.09 -5.42 0.05
H 3.23 -1.46 0.66 0.10
H 5.53 -4.41 0.67 0.11
H 2.24 -2.89 -1.45 0.07
H -5.76 -0.24 2.71 0.03
H -2.80 3.10 -4.61 0.09
H 4.74 -6.72 0.38 0.11
H 5.96 -2.39 -0.32 0.08
H -2.10 4.58 -1.12 0.03
H -3.04 3.16 1.44 0.00
H -5.50 4.30 -1.28 0.02
H -5.95 1.32 1.89 0.03
H -4.79 3.17 1.21 0.00
```

Computed properties:
frontier orbital gap (spin up / spin down) = 4.28 / 4.81 eV
E_HOMO (spin up / spin down) = -4.349 / -4.883 eV
energy above the lowest of the compared OMol25 structures with the same formula, charge and spin = 1.477 eV
DFT total energy = -5738.3990 Eh
max |F| = 0.0175 hartree/bohr